[1]
50
Properties=species:S:1:pos:R:3:forces:R:3:mulliken_charge:R:1 method="wB97M-V/def2-TZVPD" total_energy_ev=-107864.0153 gap_ev=8.6 charge=+2 e_above_lowest_kcal_mol=4.47
Y -0.513 0.151 -0.479 -0.46 0.68 1.80 2.0748
Br -3.198 1.049 -0.398 0.48 -0.14 0.04 -0.6090
C -2.289 -2.566 -1.703 -0.38 -0.09 0.06 0.6242
O -1.630 -1.608 -1.268 0.53 -0.01 -0.69 -0.5361
N -1.714 -3.593 -2.368 -0.39 0.26 0.22 -0.3901
N -3.611 -2.620 -1.495 -0.92 -0.32 0.22 -0.3705
H -2.298 -4.294 -2.790 0.21 -0.09 -0.11 0.1887
H -0.737 -3.548 -2.585 0.02 -0.01 -0.05 0.2154
H -4.112 -1.904 -0.993 0.57 0.52 -0.08 0.1932
H -4.216 -3.381 -1.759 0.43 -0.20 -0.25 0.1855
C -1.504 -1.940 2.429 -0.58 -0.04 -0.03 0.5380
O -1.099 -1.259 1.488 0.49 0.27 -0.37 -0.3761
N -2.804 -2.334 2.480 0.48 -0.04 0.18 -0.4144
N -0.701 -2.329 3.448 -0.16 -0.15 -0.02 -0.4290
H -3.379 -2.101 1.692 -0.11 0.07 0.04 0.2013
H -3.166 -2.902 3.225 -0.11 0.02 -0.07 0.1808
H -1.056 -2.876 4.212 0.09 0.04 0.03 0.1670
H 0.250 -2.010 3.481 -0.01 0.10 -0.05 0.2312
C -0.443 2.183 2.257 0.05 0.40 0.42 0.5475
O -0.138 1.292 1.449 -0.06 -0.13 -0.27 -0.4538
N -1.406 2.009 3.178 -0.40 -0.18 0.16 -0.3931
N 0.244 3.351 2.255 -0.15 -0.72 -0.13 -0.4067
H -1.541 2.588 3.989 0.13 0.33 -0.23 0.2053
H -2.154 1.361 2.986 0.23 -0.22 -0.15 0.2133
H 0.953 3.394 1.544 0.11 0.36 0.13 0.2068
H 0.028 4.120 2.862 0.08 0.06 -0.05 0.1957
C -0.264 3.647 -1.599 -0.11 0.32 -0.20 0.5340
O -0.250 2.591 -0.961 0.03 -0.56 -0.08 -0.3654
N -0.643 4.824 -1.054 0.05 0.31 -0.45 -0.3654
N 0.162 3.713 -2.894 -0.19 -0.13 0.41 -0.4202
H -0.805 5.610 -1.660 0.11 0.08 0.13 0.1647
H -0.859 4.956 -0.084 -0.18 -0.49 0.04 0.2009
H -0.029 4.511 -3.473 0.08 -0.03 -0.05 0.1887
H 0.391 2.842 -3.332 -0.11 0.03 -0.16 0.1875
C 1.763 -2.555 -0.458 0.11 -0.07 0.45 0.4905
O 0.928 -1.647 -0.400 0.21 -0.01 -0.04 -0.5386
N 3.018 -2.340 -0.934 0.05 -0.25 -0.18 -0.3787
N 1.465 -3.805 -0.033 0.40 0.22 -0.44 -0.3739
H 3.413 -1.420 -0.871 -0.25 0.13 -0.16 0.1488
H 3.677 -3.092 -1.049 -0.04 -0.03 0.17 0.1891
H 0.633 -3.945 0.512 -0.11 -0.02 -0.15 0.2363
H 2.189 -4.503 -0.031 -0.16 -0.13 0.23 0.2001
C 2.933 1.231 -1.028 0.37 -0.36 -0.01 0.4707
O 1.789 0.866 -0.743 -0.22 0.01 -0.37 -0.3941
N 3.406 1.212 -2.308 -0.33 0.13 1.26 -0.4034
N 3.800 1.613 -0.061 0.27 0.16 0.31 -0.4074
H 2.841 0.693 -2.955 0.33 0.05 -0.38 0.2469
H 4.379 1.427 -2.441 -0.08 -0.12 -0.59 0.1864
H 3.501 1.655 0.898 -0.34 -0.12 -0.10 0.2150
H 4.797 1.682 -0.177 -0.09 0.11 -0.37 0.1974

[2]
36
Properties=species:S:1:pos:R:3:forces:R:3:mulliken_charge:R:1 method="wB97M-V/def2-TZVPD" total_energy_ev=-17780.2686 gap_ev=9.3 smiles=CCNCCN(C)C.O.O.O.O e_above_lowest_kcal_mol=36.76
C -2.911 -1.348 -1.733 0.52 -0.60 -1.73 -1.3753
C -2.513 -0.024 -1.093 0.65 0.18 -2.16 -0.1613
N -1.394 -0.168 -0.182 -0.64 0.45 1.47 0.0170
C -0.100 0.411 -0.561 -1.28 -0.23 -0.29 -0.5787
C 0.881 0.477 0.616 0.01 1.45 -2.39 -1.2193
N 1.637 -0.781 0.700 0.81 0.59 1.58 0.4899
C 3.057 -0.443 1.071 -1.45 0.28 -0.14 -0.9815
C 1.077 -1.532 1.847 -1.66 0.05 -1.49 -1.3039
H -3.614 -1.286 -2.581 -0.65 0.44 0.97 0.3881
H -3.228 -2.017 -0.952 -0.54 -0.44 0.11 0.3457
H -2.151 -1.896 -2.333 0.54 0.56 0.98 0.3100
H -2.162 0.689 -1.887 -0.48 -0.50 0.53 0.3277
H -3.451 0.402 -0.694 0.53 0.02 0.46 0.2113
H -1.261 -1.118 0.136 -0.24 -0.05 -0.21 0.0356
H -0.280 1.420 -0.939 -0.03 -0.04 0.22 0.6223
H 0.257 -0.173 -1.425 0.64 0.27 0.39 0.2041
H 1.487 1.351 0.281 0.37 -0.90 0.42 0.4369
H 0.392 0.916 1.510 0.13 -1.00 0.03 0.1949
H 3.048 0.149 2.002 0.25 -0.16 -0.10 0.3538
H 3.454 0.185 0.278 0.28 -0.10 -0.02 0.2282
H 3.640 -1.343 1.198 0.18 -0.21 -0.01 0.3020
H 1.459 -2.555 1.813 0.59 0.34 0.94 0.4112
H -0.025 -1.701 1.672 0.94 0.41 0.18 0.2490
H 1.156 -0.866 2.718 0.27 -0.98 0.46 0.4743
O -2.703 1.877 1.557 0.06 0.17 -0.63 -0.7016
H -2.345 1.092 1.090 0.29 -0.12 0.23 0.3808
H -3.083 2.376 0.817 -0.02 -0.02 0.40 0.3182
O 2.004 1.545 -2.137 0.30 0.14 -0.15 -0.5629
H 2.523 2.234 -2.566 -0.06 0.00 -0.01 0.2834
H 2.653 1.039 -1.636 -0.06 -0.06 -0.06 0.2850
O -0.005 3.533 0.818 -0.78 0.11 0.31 -0.6255
H -0.702 3.052 1.306 0.29 -0.03 -0.20 0.3356
H -0.439 4.386 0.668 0.33 -0.13 -0.06 0.2978
O 1.179 -3.484 -0.826 -0.04 0.10 0.97 -0.6786
H 1.566 -2.615 -0.615 -0.17 0.03 -0.21 0.3816
H 0.896 -3.782 0.061 0.11 -0.02 -0.78 0.3044

[3]
36
Properties=species:S:1:pos:R:3:forces:R:3:mulliken_charge:R:1 method="wB97M-V/def2-TZVPD" total_energy_ev=-17779.7168 gap_ev=7.8 e_above_lowest_kcal_mol=49.49
C 3.502 0.493 -1.226 -0.73 0.81 -0.02 -1.5203
C 2.223 0.581 -0.360 0.80 -0.38 -0.60 -0.0582
C 2.160 -0.668 0.524 -1.67 -0.54 -0.25 -0.9089
C 1.329 -1.771 -0.145 -1.37 -0.18 0.00 -0.9797
C -0.183 -1.370 -0.271 0.54 0.82 -0.42 0.0523
N -1.076 -2.296 0.388 0.68 -0.46 -0.20 -0.1610
C -2.130 -2.847 -0.407 -1.39 0.12 -0.77 -0.6485
N -3.397 -2.144 -0.381 -1.00 -0.59 0.03 -0.5571
H 3.435 1.227 -2.030 0.33 0.34 0.12 0.3862
H 4.336 0.713 -0.561 0.33 -0.22 -0.41 0.3651
H 3.613 -0.443 -1.773 0.02 -0.28 0.51 0.3293
H 2.229 1.507 0.212 0.27 0.01 0.29 0.2218
H 1.378 0.688 -1.047 -0.27 -0.42 0.23 0.4141
H 1.627 -0.527 1.468 0.18 0.51 0.12 0.3245
H 3.132 -1.050 0.773 0.70 0.07 0.05 0.4572
H 1.680 -2.100 -1.127 0.33 0.13 0.11 0.2169
H 1.197 -2.658 0.481 0.82 -0.03 0.02 0.4835
H -0.494 -1.278 -1.307 0.07 -0.43 -0.31 0.3897
H -0.290 -0.308 -0.002 -0.18 -0.21 0.69 -0.2870
H -1.374 -2.040 1.315 -0.07 0.15 -0.06 0.2458
H -1.851 -2.944 -1.458 0.59 0.54 0.01 0.3747
H -2.382 -3.896 -0.224 0.24 0.02 0.89 0.3712
H -3.896 -2.264 0.489 0.08 -0.05 0.01 0.1972
H -3.456 -1.174 -0.653 0.75 0.10 0.04 0.2869
H -2.505 1.136 0.319 -0.07 0.20 -0.82 0.3954
H -3.173 1.428 -1.037 0.04 -0.24 -0.38 0.1884
O -2.691 0.751 -0.549 -1.40 -0.05 -4.86 -0.6783
H 0.168 3.311 2.446 -0.19 -0.62 0.77 0.2977
H 0.266 2.804 1.144 -0.08 -0.69 -0.56 0.3226
O 0.048 2.444 2.020 0.48 1.46 -0.19 -0.6095
H -2.571 1.573 2.147 -0.25 -0.05 -0.09 0.3069
H -1.288 0.930 1.803 0.15 0.08 -0.43 0.2958
O -2.202 0.982 1.476 1.32 0.21 6.42 -0.5195
H 1.340 3.114 -0.849 0.23 0.03 0.10 0.3433
H 0.297 4.155 -1.113 -0.01 0.20 0.16 0.3397
O 0.996 3.939 -0.482 -0.28 -0.38 -0.22 -0.6781

[4]
37
Properties=species:S:1:pos:R:3:forces:R:3:lowdin_spin:R:1 method="wB97M-V/def2-TZVPD" total_energy_ev=-20379.1832 gap_ev="9.4 / 5.4" s_squared=0.75 multiplicity=2 e_above_lowest_kcal_mol=68.64
C -0.105 2.388 1.853 4.34 -5.37 -0.43 0.0466
C -0.323 1.674 0.403 0.28 0.86 2.69 0.0528
N 1.016 1.011 0.262 -4.00 -0.24 -5.53 0.5987
C 1.870 1.599 -0.805 0.63 1.25 0.76 0.0454
C 1.703 1.101 -2.311 1.50 0.30 2.59 0.0459
C 0.952 -0.427 0.273 -0.68 1.50 2.62 0.0613
C 1.775 -0.597 1.537 -0.15 -5.28 2.10 0.0554
O 2.513 -1.912 1.431 -2.55 -0.52 -1.20 0.0290
H 0.066 1.415 2.701 -0.85 3.24 -2.54 -0.0010
H 0.963 2.791 1.630 -2.04 0.35 1.23 0.0008
H -0.874 3.007 2.133 -1.50 1.61 0.65 0.0047
H -0.396 2.513 -0.299 0.09 -0.51 -0.14 0.0121
H -1.219 0.994 0.384 1.27 0.39 -0.02 0.0066
H 1.755 2.681 -0.740 -0.21 0.01 0.11 0.0002
H 2.862 1.410 -0.415 0.63 -0.23 -0.47 0.0098
H 2.581 1.568 -2.859 -1.68 0.08 0.31 0.0029
H 0.641 1.250 -2.594 1.12 -0.33 -0.45 0.0009
H 2.075 0.097 -2.146 -0.93 -0.58 -1.08 0.0012
H 1.497 -0.938 -0.437 1.16 -0.41 -2.18 0.0113
H -0.078 -0.831 0.341 0.67 0.41 0.07 0.0033
H 2.543 0.147 1.759 -0.40 -0.09 0.04 0.0034
H 1.034 -0.873 2.344 0.98 1.48 -0.29 0.0033
H -2.612 -0.724 -1.779 1.71 0.15 -0.70 0.0000
H -2.295 0.434 -3.185 -1.27 -2.44 3.15 0.0000
O -2.860 -0.034 -2.435 -0.16 2.45 -2.48 0.0003
H -1.023 -0.561 3.309 -0.19 -0.21 0.14 0.0000
H 1.800 -2.625 1.111 2.29 2.30 1.16 0.0007
O -1.792 -0.138 2.915 -0.79 -1.47 -2.16 0.0009
H -3.224 -2.485 1.600 -2.68 -0.59 -0.08 0.0000
H -2.177 -0.968 2.180 1.16 1.14 2.17 0.0000
O -2.332 -2.285 1.539 3.35 1.89 -0.79 0.0001
H -1.950 -1.937 0.398 -0.67 -1.15 -0.13 0.0001
H -2.317 -2.625 -1.067 0.06 -0.39 -0.22 0.0001
O -1.674 -1.948 -0.848 0.01 0.70 1.00 0.0017
H -0.494 -1.030 -3.242 -2.97 1.41 -1.81 0.0000
H -0.176 -1.778 -2.037 1.06 0.84 -2.11 0.0003
O 0.275 -1.365 -2.901 1.42 -2.59 4.02 0.0011

[5]
36
Properties=species:S:1:pos:R:3:forces:R:3:mulliken_charge:R:1 method="wB97M-V/def2-TZVPD" total_energy_ev=-18892.3871 gap_ev=10.2 smiles=CO.CO.CO.CO.CO.CO e_above_lowest_kcal_mol=106.67
C -0.863 2.510 2.708 0.04 0.70 0.57 -0.2462
O -1.574 2.656 3.942 0.14 -0.41 -0.10 -0.5276
H 0.210 2.608 2.873 0.20 -0.21 0.00 0.1935
H -1.071 1.532 2.275 -0.21 0.28 0.05 -0.0203
H -1.149 3.352 2.078 -0.07 -0.33 -0.60 0.2840
H -1.262 3.471 4.341 -0.08 0.01 0.11 0.2987
C 2.307 0.613 -1.698 -0.61 -0.68 0.82 -0.2753
O 2.151 1.955 -2.069 0.25 0.60 -0.65 -0.5415
H 3.330 0.260 -1.571 0.28 0.39 -0.43 0.3358
H 1.851 0.517 -0.712 -0.20 -0.40 -0.01 -0.1381
H 1.779 -0.019 -2.412 0.12 -0.36 0.18 0.3053
H 1.589 1.929 -2.847 0.12 0.44 0.01 0.3175
C 1.234 -3.316 -0.769 0.88 -0.42 0.35 -0.3108
O 1.391 -4.638 -0.291 -0.53 -1.06 0.15 -0.5513
H 0.331 -3.260 -1.377 0.14 0.10 0.14 0.1641
H 1.179 -2.665 0.103 -0.21 0.46 -0.24 0.1425
H 2.136 -3.106 -1.343 -0.22 0.65 -0.33 0.2510
H 2.313 -4.869 -0.160 -0.05 0.29 -0.05 0.2971
C -1.108 -0.036 -0.129 -1.28 2.45 0.18 -0.3344
O -1.528 -1.244 -0.578 0.68 -2.59 0.05 -0.5370
H -0.922 0.599 -0.995 0.93 0.47 0.13 0.2374
H -1.953 0.458 0.352 -0.33 0.41 0.34 0.3499
H -0.353 0.020 0.656 0.52 -0.77 -0.52 -0.1089
H -2.277 -1.102 -1.161 -0.34 -0.12 -0.06 0.4411
C 2.451 0.027 2.040 -1.03 -0.16 0.46 -0.3624
O 3.421 -0.045 3.075 0.31 -0.15 -0.64 -0.5558
H 1.601 -0.625 2.241 -0.14 -0.28 0.27 0.2743
H 2.008 1.020 1.963 0.28 0.28 -0.28 0.1979
H 2.795 -0.319 1.065 0.74 0.27 0.33 0.1318
H 3.028 0.245 3.902 -0.14 0.00 -0.08 0.3053
C -3.694 0.520 -2.660 -0.07 2.99 -2.39 -0.6760
O -3.732 -0.675 -2.061 0.02 -2.61 1.40 -0.5218
H -2.717 0.780 -3.068 0.45 -0.37 0.45 0.2361
H -4.285 0.515 -3.576 -0.45 0.20 -0.05 0.3615
H -3.996 1.369 -2.047 -0.20 -0.01 0.26 0.2815
H -4.621 -1.037 -2.089 0.08 -0.07 0.14 0.3011

[6]
51
Properties=species:S:1:pos:R:3:forces:R:3:mulliken_charge:R:1 method="wB97M-V/def2-TZVPD" total_energy_ev=-43522.1873 gap_ev=4.3 charge=+2
Tl 14.983 -26.919 -11.744 0.69 -1.83 -1.24 1.6680
O 15.453 -28.401 -14.032 0.16 0.85 1.15 -0.6307
H 15.000 -29.251 -14.144 -0.17 -0.01 0.56 0.1315
C 18.140 -25.785 -9.451 -0.12 0.36 0.71 0.6134
O 17.265 -26.196 -10.219 -0.18 -0.32 -0.51 -0.6141
N 19.471 -25.932 -9.663 -0.15 -0.64 -1.09 -0.4180
N 17.894 -25.119 -8.304 -0.42 0.33 0.41 -0.4062
H 20.165 -25.457 -9.121 0.08 -0.09 0.08 0.1740
H 19.741 -26.586 -10.379 0.20 0.16 0.03 0.2619
H 16.963 -24.952 -7.965 -0.04 -0.13 -0.25 0.1873
H 18.643 -24.964 -7.656 -0.04 0.05 0.12 0.1712
C 13.752 -25.777 -15.250 0.07 0.76 -1.38 0.6114
O 13.571 -25.814 -14.026 0.10 -0.23 1.14 -0.4371
N 13.017 -24.974 -16.061 -0.06 -0.20 0.51 -0.4195
N 14.684 -26.483 -15.922 0.20 -0.54 1.23 -0.2064
H 12.383 -24.302 -15.665 0.05 0.01 -0.04 0.2610
H 13.351 -24.867 -17.000 -0.32 0.32 -0.13 0.1710
H 15.172 -27.145 -15.324 0.26 -0.11 -0.33 0.1165
H 14.800 -26.432 -16.916 0.01 -0.03 -0.05 0.2112
C 14.998 -30.730 -10.943 0.72 -0.86 -0.92 0.6288
O 15.150 -29.592 -10.489 -0.31 0.39 0.15 -0.4084
N 14.507 -31.797 -10.278 -0.52 0.64 0.82 -0.3750
N 15.435 -31.066 -12.184 0.14 0.75 -0.40 -0.3453
H 14.569 -32.724 -10.653 0.05 -0.07 0.05 0.1643
H 14.164 -31.676 -9.341 0.01 -0.09 -0.06 0.1997
H 15.966 -30.366 -12.675 0.01 -0.16 -0.08 0.1699
H 15.207 -31.935 -12.630 0.08 -0.04 -0.02 0.1808
C 18.278 -25.833 -13.800 0.08 -1.08 -0.19 0.5544
O 17.148 -25.815 -13.306 -0.58 0.26 0.21 -0.5312
N 18.526 -26.345 -15.037 -0.52 0.39 0.42 -0.3780
N 19.412 -25.460 -13.165 -0.21 0.38 0.55 -0.4251
H 17.768 -26.846 -15.466 0.29 -0.09 -0.19 0.2198
H 19.487 -26.496 -15.271 -0.09 -0.34 -0.58 0.1912
H 20.241 -25.377 -13.722 0.24 0.27 0.21 0.1739
H 19.321 -24.896 -12.335 0.07 0.00 -0.07 0.2665
C 11.997 -29.118 -13.551 0.89 1.58 -0.16 0.5004
O 12.776 -28.678 -12.676 0.01 -0.73 -0.16 -0.3420
N 12.388 -29.157 -14.857 -0.32 -0.37 0.14 -0.2928
N 10.727 -29.437 -13.314 -0.64 -0.34 0.77 -0.4078
H 13.368 -29.065 -15.037 -0.03 0.23 -0.22 0.1059
H 11.815 -29.656 -15.518 0.23 -0.05 -0.12 0.2183
H 10.033 -29.579 -14.027 0.12 -0.07 -0.06 0.1803
H 10.421 -29.421 -12.355 -0.05 0.10 -0.09 0.2488
C 14.162 -27.487 -7.820 0.85 -0.53 -0.80 0.5560
O 14.290 -27.425 -9.049 -0.42 0.57 -0.56 -0.5223
N 14.391 -26.470 -6.958 -0.08 0.43 0.03 -0.4188
N 13.932 -28.664 -7.194 -0.28 0.17 0.60 -0.3595
H 14.242 -26.662 -5.984 0.02 0.35 0.14 0.1732
H 14.292 -25.517 -7.264 -0.06 -0.09 -0.08 0.2662
H 13.742 -29.526 -7.667 0.03 0.21 -0.33 0.1799
H 13.649 -28.581 -6.234 -0.08 -0.52 0.08 0.1817